Record 1
Here is a gas-phase ion, C4H5N3 (charge +2) at a distorted geometry from the OMol25 dataset. Energies are from wB97M-V/def2-TZVPD.

Summary:
Frontier orbital gap (spin up / spin down) (eV): 8.126 / 8.137
Electronic energy (eV): -8672.218
Energy relative to the best compared isomer or geometry (same formula, charge and spin) (kcal per mole): 63.09
HOMO (spin up / spin down) (eV): -20.657 / -20.404
Net charge: +2

Each line ends with the Löwdin charge.
Element x y z (Å)
C  0.5446  0.8006  0.1873  0.18
C  2.9311  0.4509  0.1920  0.45
C  -0.6267  0.2437  0.0105  -0.19
C  -2.0195  0.6584  0.1509  0.04
N  -0.3271  -1.0458  -0.4694  0.20
N  1.7864  0.5639  0.2065  0.18
N  0.5945  -1.7284  -0.5263  0.31
H  3.9454  0.4403  0.5392  0.18
H  -2.5688  1.2184  -0.6186  0.14
H  -2.1172  1.3034  1.1675  0.19
H  -2.5765  -0.2107  0.1766  0.07
H  0.4339  -2.6947  -1.0163  0.25

Record 2
Here is a molecular structure, C4H3GdO at a distorted geometry from the OMol25 dataset. Energies are from wB97M-V/def2-TZVPD.

Summary:
Frontier orbital gap (spin up / spin down) (eV): 5.441 / 4.625
Electronic energy (eV): -27067.893
Energy relative to the best compared isomer or geometry (same formula, charge and spin) (kcal per mole): 0.00
HOMO (spin up / spin down) (eV): -10.655 / -10.738
Multiplicity: 9
Net charge: +1

Each line ends with the Löwdin spin population.
Element x y z (Å)
C  2.1116  2.6348  -0.2339  -0.03
C  1.0412  1.9371  0.1334  0.01
C  -0.1155  1.4066  0.1620  -0.01
C  -1.3068  0.8015  0.3218  0.02
O  -1.5876  -0.4378  0.0485  0.08
Gd  -0.7167  -2.5443  -0.2201  7.94
H  2.2843  3.6419  0.1529  0.00
H  2.8682  2.2012  -0.8920  0.00
H  -2.1264  1.4005  0.7508  0.00

Record 3
Here is 10 unconnected molecules or ions with the total composition ClH18O9 from the OMol25 dataset. Energies are from wB97M-V/def2-TZVPD.

Summary:
Frontier orbital gap (eV): 7.448
Electronic energy (eV): -31244.453
Energy relative to the best compared isomer or geometry (same formula, charge and spin) (kcal per mole): 53.04
HOMO (eV): -4.902
Net charge: -1

Each line ends with the Löwdin charge.
Element x y z (Å)
Cl  -0.0380  -0.2862  0.0686  -0.95
O  -3.3613  -4.1696  1.0475  -0.06
H  -3.6974  -3.9570  0.1768  0.02
H  -2.5094  -3.7350  1.0886  0.03
O  4.5497  1.9688  -1.8104  -0.06
H  4.6838  1.4140  -2.5787  0.02
H  3.6420  1.8074  -1.5532  0.03
O  0.6501  2.5737  -4.4474  -0.06
H  0.4220  3.2814  -3.8446  0.03
H  0.5253  1.7738  -3.9367  0.03
O  -4.5952  -0.8199  -1.8720  -0.06
H  -3.7542  -0.9275  -1.4277  0.03
H  -4.7728  -1.6766  -2.2603  0.02
O  -4.9900  0.9255  2.3245  -0.06
H  -5.8575  0.5949  2.0915  0.02
H  -4.3811  0.3364  1.8791  0.03
O  4.4360  -1.0798  2.7518  -0.06
H  5.1366  -1.0440  2.1006  0.02
H  3.6374  -1.2029  2.2386  0.03
O  -1.1285  0.8536  5.1628  -0.06
H  -0.8762  0.5309  4.2977  0.03
H  -1.7800  1.5320  4.9853  0.02
O  2.1783  4.4047  1.1903  -0.06
H  1.6508  4.2629  0.4043  0.03
H  2.0667  3.6034  1.7020  0.03
O  2.5734  -3.7422  -3.6106  -0.06
H  2.0947  -3.5062  -2.8160  0.03
H  3.4947  -3.7167  -3.3523  0.02

Record 4
Here is a molecular structure, C7H12LiO4Rb at a distorted geometry from the OMol25 dataset. Energies are from wB97M-V/def2-TZVPD.

Summary:
Frontier orbital gap (eV): 2.505
Electronic energy (eV): -16502.166
Energy relative to the best compared isomer or geometry (same formula, charge and spin) (kcal per mole): 17.70
HOMO (eV): -1.449
Multiplicity: 2
Net charge: -1

Each line ends with the Löwdin spin population.
Element x y z (Å)
C  1.7249  -1.5530  -0.6124  0.00
C  2.7874  -0.5129  -0.9412  0.00
O  2.2550  0.7300  -1.4031  0.02
Rb  4.4534  2.6365  -4.4159  0.97
H  2.2670  -2.4411  -0.2462  0.00
H  1.3951  1.0066  -0.8420  0.00
H  1.2106  -1.8377  -1.5462  0.00
H  3.4479  -0.9069  -1.7282  0.00
H  3.4043  -0.3370  -0.0451  0.00
C  0.6934  -1.1050  0.4465  0.00
C  1.3372  -0.4753  1.6557  0.00
H  0.1540  -2.0170  0.7620  0.00
H  0.7292  -0.6677  2.5593  0.00
H  1.3779  0.6330  1.5546  0.00
O  -4.6956  1.7304  -0.0938  0.00
C  -3.7534  1.2553  0.5936  0.00
O  -3.8156  1.1409  1.8444  0.00
O  -2.7051  0.7791  -0.0856  0.00
C  -1.6277  0.1870  0.6497  0.00
C  -0.5228  -0.2090  -0.3077  0.00
Li  -5.5587  2.0177  1.6349  0.00
H  -2.0117  -0.6940  1.1869  0.00
H  -1.2619  0.9032  1.3969  0.00
H  -0.3232  0.6441  -0.9735  0.00
H  -0.9616  -0.9071  -1.0436  0.00

> The lowest electronic energy belongs to which entry?

ClH18O9

> What is the energy relative to the best compared isomer or geometry (same formula, charge and spin) in the first record?

63.09 kcal per mole

> The lowest energy relative to the best compared isomer or geometry (same formula, charge and spin) belongs to which entry?

C4H3GdO

Please write out number 2 again, unchanged.
Here is a molecular structure, C4H3GdO at a distorted geometry from the OMol25 dataset. Energies are from wB97M-V/def2-TZVPD.

Summary:
Frontier orbital gap (spin up / spin down) (eV): 5.441 / 4.625
Electronic energy (eV): -27067.893
Energy relative to the best compared isomer or geometry (same formula, charge and spin) (kcal per mole): 0.00
HOMO (spin up / spin down) (eV): -10.655 / -10.738
Multiplicity: 9
Net charge: +1

Each line ends with the Löwdin spin population.
Element x y z (Å)
C  2.1116  2.6348  -0.2339  -0.03
C  1.0412  1.9371  0.1334  0.01
C  -0.1155  1.4066  0.1620  -0.01
C  -1.3068  0.8015  0.3218  0.02
O  -1.5876  -0.4378  0.0485  0.08
Gd  -0.7167  -2.5443  -0.2201  7.94
H  2.2843  3.6419  0.1529  0.00
H  2.8682  2.2012  -0.8920  0.00
H  -2.1264  1.4005  0.7508  0.00